{
  "formula": "C10H30FN6O4Sr",
  "method": "ωB97M-V/def2-TZVPD",
  "elements": ["Sr", "F", "C", "C", "C", "O", "C", "N", "H", "H", "H", "H", "H", "H", "H", "H", "H", "H", "H", "C", "C", "C", "O", "C", "N", "H", "H", "H", "H", "H", "H", "H", "H", "H", "H", "H", "C", "O", "N", "N", "H", "H", "H", "H", "C", "O", "N", "N", "H", "H", "H", "H"],
  "positions_angstrom": [[-34.2927, -18.1186, -18.1572], [-36.5347, -17.2155, -17.4397], [-30.2737, -18.1447, -15.2532], [-31.4577, -18.4983, -16.0305], [-32.4131, -19.5072, -15.3218], [-33.6785, -19.5246, -15.9640], [-34.6294, -20.1838, -15.1534], [-32.1119, -17.3000, -16.5454], [-29.5717, -17.5227, -15.8086], [-29.7886, -19.0720, -14.9486], [-30.6942, -17.6487, -14.3784], [-30.9346, -18.9053, -16.8958], [-32.5512, -19.2097, -14.2823], [-32.0467, -20.5337, -15.3134], [-34.4900, -21.2574, -15.0267], [-35.6168, -20.0104, -15.5811], [-34.6632, -19.6330, -14.2134], [-31.3922, -16.6672, -16.8642], [-32.4044, -16.7188, -15.7729], [-31.6585, -19.5792, -21.7835], [-32.5940, -18.7770, -20.9249], [-34.0483, -18.7745, -21.4744], [-35.0337, -18.0968, -20.5780], [-36.3144, -18.3275, -20.9916], [-32.5406, -19.2828, -19.6014], [-31.6096, -19.1035, -22.7630], [-31.9517, -20.6051, -22.0060], [-30.6524, -19.5534, -21.3650], [-32.3690, -17.7116, -20.8762], [-34.2073, -19.8456, -21.5985], [-34.0905, -18.3695, -22.4855], [-36.4612, -17.9566, -22.0060], [-36.9565, -17.8440, -20.2554], [-36.7168, -19.3201, -20.7892], [-31.5724, -19.4142, -19.3453], [-32.7873, -20.2569, -19.7035], [-33.5847, -15.2173, -20.1826], [-33.8382, -16.0039, -19.2817], [-33.1475, -13.9964, -19.8972], [-33.6818, -15.3968, -21.4572], [-32.7973, -13.7835, -18.9740], [-32.9192, -13.4055, -20.6838], [-34.1106, -16.2250, -21.8449], [-33.3270, -14.6274, -22.0071], [-36.0614, -21.2580, -18.7472], [-35.2817, -20.4147, -18.4098], [-35.8769, -22.3297, -19.5794], [-37.1746, -21.4784, -18.0990], [-34.9534, -22.4678, -19.9643], [-36.6171, -22.9322, -19.9099], [-37.8735, -22.0607, -18.5377], [-37.4112, -21.1157, -17.1865]],
  "lowdin_spin": [0.2349, 0.0006, 0.0267, 0.0303, 0.0099, 0.0057, 0.0046, 0.0070, 0.0149, 0.0053, 0.0004, 0.0345, 0.0005, 0.0135, 0.0028, 0.0007, 0.0007, 0.0178, 0.0024, 0.1013, 0.0200, 0.0209, 0.0042, 0.0096, 0.0356, 0.0088, 0.0273, 0.0378, 0.0076, 0.0120, 0.0081, 0.0018, 0.0005, 0.0020, 0.0579, 0.0488, 0.0133, 0.0072, 0.0084, 0.0074, 0.0063, 0.0035, 0.0036, 0.0063, 0.0153, 0.0212, 0.0273, 0.0057, 0.0443, 0.0080, 0.0036, 0.0013],
  "multiplicity": 2,
  "e_homo_ev": [-2.097, -8.706],
  "s_squared": 0.750,
  "lumo_ha": [0.01073, 0.01193],
  "e_tot_ev": -31540.8618
}